# 1
13
Properties=species:S:1:pos:R:3:forces:R:3 method="wB97M-V/def2-TZVPD" fmax_ev_per_a=12.70 total_energy_ev=-19246.180 multiplicity=3
C -1.04235 -1.64792 0.44885 1.518 -0.205 0.065
O 1.90587 0.18512 1.11180 7.212 -0.545 10.436
O -0.16781 0.68057 -2.01345 -1.305 0.034 -3.983
O -0.37892 2.24805 0.18535 -2.299 -0.481 2.033
O -1.13134 -0.26619 0.26381 -0.202 1.854 0.666
O 1.43493 0.36577 -0.23045 -2.219 1.391 -10.094
Si -0.10877 0.77465 -0.47837 -1.144 -0.232 3.056
H -1.59531 -2.00244 -0.40069 -0.461 -1.355 0.216
H -1.27600 -2.02971 1.47982 -0.603 0.710 -1.082
H 0.01764 -1.90527 0.34433 -0.062 -0.470 -0.232
H 2.92949 0.44415 0.96626 -2.606 -1.091 1.010
H 0.49924 0.99816 -2.61919 0.032 -0.009 0.113
H -1.08668 2.15505 0.94195 2.141 0.399 -2.204

# 2
23
Properties=species:S:1:pos:R:3:forces:R:3 method="wB97M-V/def2-TZVPD" total_charge=+1 fmax_ev_per_a=6.08 total_energy_ev=-13857.831
C 0.74032 -1.76764 0.88580 -1.042 2.782 -0.157
C -2.09521 0.15662 0.24627 -0.377 -0.553 -0.092
C 1.56364 0.31756 -1.72949 -1.101 0.403 2.518
C 1.68511 1.27924 -0.55512 1.345 0.989 1.412
C 0.47878 -0.63727 -1.20200 0.356 -1.431 -1.788
C 1.22144 0.52348 0.65274 -0.573 -0.547 -2.408
N 0.76604 -2.58018 1.67469 0.328 -2.061 1.302
N 0.58520 -0.57242 0.24814 2.241 -2.178 0.112
N -2.55618 -0.58665 1.29535 1.052 0.843 -0.618
N 1.52016 0.83392 1.84768 1.029 -0.330 3.304
N -2.98566 0.21708 -0.77818 -2.711 -2.667 4.742
H 1.36263 0.82563 -2.61040 -0.820 0.801 -1.644
H 2.53399 -0.03160 -1.80718 1.645 -1.866 -0.510
H 2.72585 1.61885 -0.23377 -1.040 -0.527 -0.945
H 1.15975 2.17741 -0.71725 -0.979 1.193 -0.023
H -0.54810 -0.32598 -1.32223 -0.097 0.281 -0.918
H 0.60259 -1.70060 -1.57957 -0.177 1.272 0.631
H -2.00256 -0.88631 2.11082 -0.410 0.755 -0.991
H -3.48382 -0.94846 1.26493 -0.830 -0.536 0.156
H 1.69832 0.11130 2.63080 -0.901 1.766 -1.547
H 1.75668 1.82431 1.95636 0.397 -0.760 0.567
H -2.80080 0.46922 -1.68532 0.615 0.991 -2.017
H -3.92814 -0.31751 -0.59307 2.049 1.381 -1.086

# 3
50
Properties=species:S:1:pos:R:3:forces:R:3 method="wB97M-V/def2-TZVPD" total_charge=+1 fmax_ev_per_a=0.33 total_energy_ev=-108687.211
Li -2.27150 -0.92581 0.78342 0.022 -0.010 0.016
I -3.66751 -1.39955 6.73874 0.049 -0.001 -0.085
C -2.69983 -1.16862 4.93434 -0.119 -0.292 0.082
C -1.35644 -0.96497 4.72478 0.047 0.187 -0.127
N -1.18488 -0.85722 3.39540 0.065 0.015 -0.009
N -2.34199 -1.00021 2.71897 0.073 -0.193 0.085
C -3.26304 -1.21969 3.65290 -0.018 0.280 0.024
H -0.53513 -0.87864 5.41549 0.005 0.020 -0.003
H -0.32792 -0.67794 2.89028 -0.078 -0.032 0.065
H -4.29483 -1.37961 3.38501 -0.001 0.012 -0.006
C 1.55674 -2.97529 -1.09279 0.035 0.016 0.032
Si 1.82304 -1.37269 -0.17084 0.014 -0.060 -0.008
C 3.28525 -0.43684 -0.84396 0.026 -0.025 -0.001
C 2.07046 -1.72765 1.64961 -0.004 0.013 0.051
As -0.17939 -0.14027 -0.37760 -0.249 -0.023 -0.013
Si 0.17379 2.10808 0.24253 0.031 0.087 0.057
C 0.84720 2.08162 1.99001 0.056 -0.036 0.012
C 1.34084 2.98208 -0.91933 -0.002 0.004 -0.036
C -1.48961 2.96194 0.25915 0.020 0.015 -0.001
Si -0.71281 -0.14803 -2.68473 0.040 -0.042 -0.119
C -1.55728 -1.78501 -3.01476 0.012 0.009 -0.014
C 0.82349 0.02252 -3.73124 -0.014 0.037 0.003
C -1.87770 1.26683 -3.04281 0.059 0.037 -0.017
H 2.41708 -3.63129 -0.93537 -0.001 0.014 -0.008
H 1.46179 -2.81141 -2.16631 -0.009 -0.011 -0.037
H 0.66927 -3.50854 -0.74703 -0.004 0.021 0.006
H 4.17230 -1.07385 -0.78837 0.000 0.003 -0.005
H 3.49478 0.46391 -0.26591 -0.022 0.033 0.009
H 3.14364 -0.15332 -1.88690 -0.001 0.022 -0.003
H 2.94321 -2.37501 1.77323 -0.014 0.024 0.021
H 1.21638 -2.25429 2.08299 0.011 -0.025 -0.021
H 2.25732 -0.81819 2.22628 -0.006 -0.030 -0.011
H 1.69109 1.39594 2.10504 -0.037 0.069 -0.004
H 0.06825 1.80764 2.70703 0.023 -0.026 -0.019
H 1.19655 3.08028 2.26531 -0.005 -0.013 -0.005
H 2.36836 2.63250 -0.81276 0.000 -0.037 -0.011
H 1.33087 4.05407 -0.70491 0.007 -0.008 0.006
H 1.04574 2.85230 -1.96272 -0.001 0.015 0.022
H -2.23650 2.42345 0.84711 0.033 -0.017 0.006
H -1.88757 3.11588 -0.74348 -0.015 -0.007 -0.019
H -1.36507 3.94650 0.72011 -0.018 -0.011 -0.026
H -0.93573 -2.62796 -2.70738 -0.034 0.001 0.003
H -1.75426 -1.89241 -4.08480 0.017 0.013 0.007
H -2.52077 -1.86151 -2.50455 0.029 0.005 0.022
H 1.48199 -0.84145 -3.64015 0.030 -0.020 0.014
H 1.39224 0.91656 -3.46831 0.000 -0.018 0.002
H 0.53997 0.10929 -4.78341 -0.012 -0.011 0.003
H -2.72737 1.31481 -2.36077 -0.006 -0.011 0.013
H -2.27090 1.14643 -4.05650 0.006 0.004 0.025
H -1.35358 2.22460 -3.01006 -0.039 0.002 0.023

# 4
65
Properties=species:S:1:pos:R:3:forces:R:3 method="wB97M-V/def2-TZVPD" fmax_ev_per_a=3.02 total_energy_ev=-162338.790
N 0.59562 -3.49906 -2.87158 0.207 0.913 0.655
C 0.40958 -2.30062 -2.07151 -0.156 1.876 1.245
C 1.39992 -1.20192 -2.09104 -1.360 0.349 1.082
C 1.23257 -0.00401 -1.28129 -1.633 -1.029 0.552
C 0.06825 0.17488 -0.38950 0.224 -2.346 -1.723
C -0.90039 -0.90829 -0.38851 0.596 -0.738 -1.121
C -0.76610 -2.14034 -1.20465 1.791 1.395 -0.219
N -1.79558 -3.18225 -1.16876 -0.204 1.031 0.052
C -3.11423 -2.63461 -1.44529 -2.706 1.067 -0.601
C -3.99826 -3.17478 -2.48686 -0.305 2.001 1.578
C -5.29558 -2.51924 -2.71183 1.019 0.163 0.617
C -5.76164 -1.35890 -1.95983 2.175 -0.869 0.731
C -4.90573 -0.83315 -0.89468 1.712 -1.561 -0.636
C -3.62119 -1.47731 -0.67314 0.104 -0.930 -1.195
S -2.44778 -0.86537 0.59984 0.161 -0.001 -1.187
H 1.10945 -4.19718 -2.32042 -0.402 0.317 -0.378
H 1.15526 -3.26825 -3.69408 -0.087 -0.110 0.383
H 2.31690 -1.28573 -2.73394 -1.116 -0.007 0.721
H 1.97338 0.82999 -1.29500 -0.551 -0.972 -0.169
H -0.09755 1.08944 0.22086 0.274 -0.925 -0.621
H -1.81895 -3.61036 -0.23608 0.074 0.215 -0.328
H -3.68080 -4.06218 -3.08942 -0.334 1.016 0.641
H -5.90812 -2.96134 -3.54010 0.456 0.666 0.977
H -6.72742 -0.83965 -2.14328 0.910 -0.813 -0.111
H -5.15471 0.05977 -0.21100 1.375 -2.078 -1.703
Cl 4.29720 -4.56062 -0.17663 -0.005 0.047 -0.050
C 3.06956 -5.57072 0.63036 -0.118 -0.113 0.153
C 2.75841 -6.82589 -0.15406 0.079 -0.052 0.172
Cl 1.90269 -6.46989 -1.67508 0.032 -0.107 -0.025
H 2.17859 -4.96191 0.78249 0.077 -0.008 -0.118
H 3.47172 -5.83659 1.60843 0.020 -0.037 -0.090
H 2.10714 -7.47610 0.43079 -0.010 0.110 -0.002
H 3.66362 -7.38124 -0.39744 -0.043 0.122 -0.047
Cl 2.45160 2.66465 2.54597 -0.023 -0.070 -0.010
C 1.90632 4.09073 1.62542 -0.056 -0.082 -0.154
C 0.49733 4.50526 1.99686 0.135 -0.001 -0.002
Cl -0.71350 3.31382 1.45502 -0.080 0.011 0.051
H 1.98939 3.85909 0.56332 -0.104 -0.094 0.090
H 2.59958 4.89347 1.85133 -0.059 -0.172 0.024
H 0.24787 5.44920 1.51523 -0.020 -0.142 -0.066
H 0.38755 4.63460 3.07307 0.043 -0.080 -0.075
Cl 1.99884 6.11082 5.57208 -0.022 -0.036 -0.056
C 3.34069 6.88834 4.69612 0.129 0.038 -0.021
C 2.85095 7.91216 3.69718 0.180 0.203 0.139
Cl 1.99449 7.15533 2.32940 0.054 0.659 0.173
H 3.92739 6.10647 4.21405 -0.116 0.025 0.002
H 3.96873 7.37352 5.44392 -0.075 0.042 -0.057
H 3.69814 8.45627 3.27854 -0.007 -0.099 0.014
H 2.17844 8.63418 4.15893 -0.029 -0.144 -0.031
Cl 8.36080 -0.78674 -1.52071 -0.005 0.032 0.015
C 7.18543 -2.12452 -1.46140 -0.064 -0.172 0.033
C 6.14546 -2.01958 -2.55348 0.028 -0.192 -0.059
Cl 5.04286 -0.64294 -2.30231 0.062 0.053 -0.010
H 6.72791 -2.12878 -0.47243 -0.004 0.093 -0.094
H 7.75202 -3.04893 -1.57912 -0.046 0.052 -0.071
H 5.52928 -2.91985 -2.56479 0.032 0.038 0.093
H 6.60469 -1.90954 -3.53540 0.007 0.088 0.110
Cl -6.94608 0.59828 -0.06701 -2.065 1.407 0.672
C -8.07709 1.96348 0.14520 -0.247 0.039 0.017
C -8.04294 2.52036 1.55061 0.013 0.168 -0.081
Cl -8.72266 1.38250 2.74084 0.027 -0.026 0.005
H -9.07593 1.62096 -0.12531 0.063 -0.008 0.104
H -7.77744 2.73460 -0.56556 0.056 -0.029 0.085
H -8.64365 3.42894 1.60286 -0.009 -0.074 -0.050
H -7.02703 2.76551 1.85932 -0.054 -0.122 -0.027

# 5
111
Properties=species:S:1:pos:R:3:forces:R:3 method="wB97M-V/def2-TZVPD" fmax_ev_per_a=1.72 total_energy_ev=-118928.115
Pd 0.32742 0.55943 -1.26604 0.244 -0.768 1.517
C 4.00229 -0.16708 -1.33502 0.312 0.092 -0.394
Si 2.46268 0.22718 -0.41037 -1.155 -0.287 0.678
C 2.76911 1.82423 0.53973 0.380 0.272 -0.190
C 4.09044 2.26593 0.68102 -0.061 0.063 0.161
C 4.39012 3.50339 1.23902 -0.005 -0.136 -0.057
C 3.36023 4.33241 1.64543 -0.048 0.017 0.015
C 2.04405 3.90441 1.53440 0.002 0.034 0.014
C 1.73801 2.65994 0.99353 -0.001 0.108 0.097
P 0.07444 1.91389 0.95171 0.205 0.108 -0.219
C 0.12785 1.16008 2.64835 -0.219 -0.076 0.055
C 0.25612 2.09805 3.85345 0.043 -0.068 -0.032
C 0.75891 1.30475 5.06802 -0.031 -0.061 -0.027
C 0.11998 -0.09712 5.14298 -0.018 0.071 -0.037
C -1.21689 -0.11626 4.40626 0.056 0.018 -0.008
C -0.99315 0.12519 2.90728 0.117 0.019 0.067
C -1.22351 3.22546 0.80755 -0.163 -0.027 0.080
C -1.34368 4.39556 1.80850 -0.047 0.009 -0.148
C -2.71482 5.06097 1.66495 0.014 -0.042 0.028
C -3.84599 4.11926 2.11019 0.032 -0.005 -0.036
C -3.44950 2.65201 1.90149 0.014 0.086 -0.075
C -2.60070 2.51602 0.63832 0.061 0.101 0.088
C 2.07292 -1.19529 0.78483 0.152 -0.058 0.300
C 2.82381 -1.36709 1.95185 -0.046 -0.084 -0.005
C 2.46896 -2.31938 2.89900 -0.029 0.005 -0.050
C 1.34591 -3.11399 2.69533 0.020 0.029 -0.061
C 0.60457 -2.97655 1.52912 0.076 -0.067 0.002
C 0.97441 -2.03827 0.56629 -0.111 -0.077 -0.018
P 0.16380 -1.81182 -1.05896 0.666 0.430 -0.066
C 0.88580 -3.15925 -2.09922 -0.096 -0.130 0.004
C 2.39982 -3.00786 -2.22827 -0.035 -0.070 0.033
C 3.01608 -4.05560 -3.16828 -0.021 0.003 -0.039
C 2.29932 -5.41265 -3.10409 0.010 0.014 0.037
C 1.62959 -5.58966 -1.74801 -0.045 0.019 -0.063
C 0.49133 -4.57529 -1.59647 0.027 0.053 -0.004
C -1.58449 -2.32656 -0.88083 -0.268 0.326 -0.011
C -2.32808 -1.36026 0.04462 -0.021 -0.202 -0.005
C -3.78642 -1.78879 0.26983 0.043 -0.034 -0.007
C -4.35931 -2.52645 -0.94686 0.016 0.002 -0.019
C -3.72540 -2.00340 -2.22987 -0.035 -0.004 -0.011
C -2.23700 -2.34125 -2.28718 0.046 0.101 -0.124
H 4.55360 -0.92765 -0.77351 0.024 0.048 -0.047
H 4.61764 0.72441 -1.45605 0.017 -0.058 -0.028
H 3.78671 -0.53150 -2.33203 0.072 -0.051 -0.063
H 4.90798 1.63890 0.34898 0.002 0.031 -0.006
H 5.42093 3.82092 1.33409 -0.013 -0.006 -0.007
H 3.57475 5.31070 2.05763 -0.004 -0.011 -0.008
H 1.25527 4.55632 1.87831 0.009 -0.019 0.004
H 1.07044 0.60575 2.57447 0.009 -0.005 0.055
H -0.71951 2.52947 4.08206 -0.035 0.028 -0.008
H 0.93827 2.92371 3.65427 -0.024 0.038 -0.028
H 0.53686 1.86751 5.97764 0.013 0.007 0.001
H 1.84717 1.21430 5.00989 -0.014 -0.004 0.020
H -0.00691 -0.39962 6.18340 0.024 -0.022 0.003
H 0.78051 -0.83395 4.67546 -0.019 0.010 0.023
H -1.87749 0.65099 4.82363 0.010 -0.022 -0.005
H -1.72355 -1.07321 4.54790 -0.021 0.005 0.009
H -1.93098 0.42799 2.43866 -0.003 -0.004 -0.002
H -0.68878 -0.81622 2.44776 0.010 0.062 0.030
H -0.94265 3.65123 -0.15639 -0.065 0.013 -0.056
H -0.57698 5.14036 1.60005 0.028 -0.025 0.009
H -1.21027 4.07310 2.83840 0.032 -0.025 0.081
H -2.85343 5.34864 0.61873 0.009 -0.002 0.009
H -2.73926 5.98370 2.24695 -0.017 0.017 -0.023
H -4.75084 4.33850 1.53826 0.003 0.012 0.021
H -4.08870 4.29194 3.16126 -0.003 -0.010 -0.002
H -4.33962 2.02339 1.83580 0.004 -0.025 0.021
H -2.87973 2.30247 2.76694 -0.001 -0.031 0.008
H -3.13768 2.97129 -0.19829 0.015 -0.024 -0.015
H -2.46258 1.46800 0.36808 -0.014 0.026 0.005
H 3.68318 -0.72813 2.14057 -0.047 -0.018 -0.008
H 3.05490 -2.42872 3.80389 -0.020 -0.001 -0.010
H 1.05041 -3.84177 3.44092 -0.003 0.021 0.003
H -0.27440 -3.59600 1.38454 0.040 0.004 0.002
H 0.44303 -2.97570 -3.08372 0.021 -0.049 -0.019
H 2.85790 -3.07524 -1.23664 -0.010 -0.020 -0.006
H 2.61465 -2.02360 -2.62488 0.041 0.121 -0.009
H 4.06573 -4.18457 -2.89466 0.006 0.023 -0.023
H 3.00548 -3.67376 -4.19141 -0.004 -0.003 0.014
H 3.00540 -6.22113 -3.29936 -0.015 -0.007 -0.023
H 1.53074 -5.47299 -3.88185 0.014 0.003 0.011
H 2.36483 -5.45398 -0.94802 -0.010 -0.001 -0.026
H 1.22647 -6.59868 -1.63969 0.011 0.002 0.030
H 0.18284 -4.55141 -0.54883 0.019 -0.018 -0.030
H -0.36866 -4.93063 -2.17176 -0.018 0.026 0.038
H -1.61315 -3.33895 -0.46879 -0.026 0.009 0.043
H -2.28492 -0.36420 -0.40354 -0.034 0.000 -0.055
H -1.81756 -1.28505 1.00101 -0.007 0.023 -0.104
H -4.38642 -0.90008 0.48160 -0.002 -0.009 0.011
H -3.85113 -2.42866 1.15314 -0.014 0.018 0.008
H -5.44287 -2.41256 -0.98452 -0.008 -0.031 0.004
H -4.16203 -3.60052 -0.86593 -0.010 0.013 0.000
H -3.84117 -0.91262 -2.27560 0.002 -0.026 0.027
H -4.21840 -2.41140 -3.11281 0.008 0.046 -0.020
H -1.91598 -0.58368 -3.16624 0.057 -0.021 0.101
H -2.11370 -3.33894 -2.71354 0.014 -0.050 0.025
F -0.83363 0.23787 -5.85058 -0.091 -0.031 -0.045
C 0.45580 -0.08569 -5.71435 0.102 0.115 -0.122
F 0.60107 -1.38529 -5.99608 -0.034 -0.111 -0.033
F 1.16866 0.61535 -6.58980 -0.014 -0.017 -0.030
S 0.97706 0.19916 -3.95960 0.471 0.297 -0.798
O -1.54681 -1.47927 -3.18886 -0.136 -0.084 -0.055
O 2.42314 -0.12266 -4.02383 -0.556 0.188 0.135
N 0.76090 1.84366 -4.04648 -0.096 -0.227 0.246
S -0.23931 2.47888 -3.03860 -0.077 -0.066 -0.309
O 0.37231 3.15510 -1.90426 -0.132 -0.214 -0.394
O -1.42865 1.66249 -2.70588 0.604 0.148 0.068
C -0.90576 3.84889 -4.04787 -0.105 0.086 -0.015
F -1.36184 3.40888 -5.21311 -0.055 0.020 -0.024
F -1.91656 4.40757 -3.37230 -0.008 0.076 -0.027
F 0.02826 4.76836 -4.25825 -0.009 0.027 -0.055

# 6
25
Properties=species:S:1:pos:R:3:forces:R:3 method="wB97M-V/def2-TZVPD" total_charge=+2 fmax_ev_per_a=5.21 total_energy_ev=-16577.617
C 4.18118 -0.51890 -1.79565 -0.260 0.572 1.283
C 4.07570 -0.04262 -0.71493 -0.927 1.030 2.060
C 0.65226 -0.89895 0.81123 -0.276 -1.079 1.968
C -0.61196 -0.48752 0.43732 1.415 -0.916 0.464
C -0.57840 0.85036 0.03619 -0.751 0.316 -0.428
C -1.83709 -1.32727 0.42916 1.547 -1.132 2.348
C -1.85688 1.44647 -0.51453 0.262 0.875 -1.801
C -3.05754 0.66911 -0.04363 -1.320 1.916 -0.281
C 3.91489 0.47258 0.67460 2.696 1.480 -4.204
N 1.67998 -0.11175 0.64373 1.693 2.305 -2.464
N -2.84164 -0.75930 -0.43269 2.317 1.955 -3.288
O 0.48895 1.45148 0.11365 1.420 0.086 0.417
O 2.73962 0.12108 1.29911 -3.908 -2.047 2.653
H 4.05165 -0.78975 -2.75942 0.197 -0.954 -2.554
H 1.01605 -1.79822 1.36170 -0.853 0.105 -0.666
H -1.52416 -2.33799 0.18438 -0.642 -0.221 -0.422
H -2.16315 -1.34462 1.49057 -0.549 -0.146 -0.737
H -1.93050 2.49611 -0.09095 0.085 -0.962 -1.250
H -1.85752 1.31758 -1.70540 0.351 1.138 2.418
H -3.11168 0.73216 1.03137 -0.172 -0.411 0.489
H -4.02995 1.20140 -0.41312 1.657 -1.635 0.191
H 3.88582 1.57302 0.74558 0.476 -0.263 -0.307
H 4.84346 0.10637 1.10464 -0.583 -0.217 1.518
H -2.44758 -0.79180 -1.48416 -1.362 0.006 2.561
H -3.68151 -1.22901 -0.40877 -2.512 -1.801 0.033